This record from the OMol25 dataset describes a molecular structure, C45H40IrN5OP. The level of theory is ωB97M-V/def2-TZVPD.

XYZ file:
```
93
Properties=species:S:1:pos:R:3:forces:R:3
Ir -0.515 0.411 -0.274 0.11 -0.80 0.03
C 3.470 -0.314 -3.876 -0.02 0.01 0.01
C 3.750 -1.079 -2.752 0.01 0.02 0.01
C 3.134 -0.801 -1.541 0.01 -0.06 -0.03
C 2.224 0.247 -1.457 0.05 0.14 0.19
C 1.930 1.007 -2.585 0.01 0.01 0.00
C 2.558 0.730 -3.789 0.00 -0.03 0.00
N 1.492 0.520 -0.268 -0.04 -0.14 -0.19
C 1.962 0.437 0.986 0.07 0.19 0.05
C 3.334 0.444 1.373 -0.17 -0.01 -0.11
C 3.657 0.406 2.696 -0.09 -0.02 0.20
C 2.673 0.346 3.730 0.22 -0.01 -0.09
C 1.356 0.353 3.410 -0.13 0.03 -0.17
C 0.993 0.416 2.039 0.26 -0.01 0.15
N -0.304 0.437 1.609 -0.09 0.27 0.43
N -1.309 0.382 2.388 -0.07 -0.15 -0.07
C -2.527 0.367 1.706 0.09 0.08 -0.07
C -3.715 0.292 2.417 0.05 0.01 -0.01
C -4.904 0.271 1.710 -0.02 0.00 -0.03
C -4.884 0.320 0.320 -0.01 0.04 0.04
C -3.666 0.385 -0.327 0.01 0.11 0.07
N -2.515 0.412 0.352 0.02 -0.02 -0.04
H 3.960 -0.530 -4.815 0.00 0.00 0.00
H 4.448 -1.903 -2.816 0.02 0.01 0.00
H 3.352 -1.414 -0.676 -0.02 0.01 0.01
H 1.226 1.828 -2.507 0.01 0.01 0.00
H 2.346 1.338 -4.658 -0.02 -0.01 -0.01
H 4.100 0.511 0.614 0.00 -0.02 0.00
H 4.703 0.428 2.976 0.00 0.00 0.01
H 2.985 0.304 4.764 0.02 0.00 -0.01
H 0.578 0.308 4.159 0.00 0.03 0.00
H -3.677 0.250 3.496 -0.02 0.02 0.00
H -5.846 0.218 2.239 0.00 -0.01 0.00
H -5.796 0.309 -0.258 0.00 -0.02 0.00
H -3.589 0.409 -1.405 0.01 0.00 0.00
C -0.594 9.024 -0.293 -0.01 -0.01 -0.01
C -0.459 7.538 -0.172 -0.01 0.01 0.00
C 0.431 6.971 0.737 0.02 -0.01 0.00
C 0.571 5.603 0.856 0.00 0.02 0.03
C 1.563 5.064 1.856 -0.03 -0.01 -0.01
C -0.222 4.764 0.025 -0.03 -0.03 0.01
C -0.068 3.365 0.196 0.26 -0.05 0.06
O -0.652 2.478 -0.471 -0.29 0.02 -0.06
C -1.135 5.328 -0.912 -0.03 0.00 0.00
C -2.002 4.498 -1.814 0.02 0.01 0.02
C -1.231 6.700 -0.981 0.02 0.01 -0.01
H 0.068 9.548 0.392 0.00 0.00 0.00
H -1.621 9.329 -0.089 0.00 0.00 0.01
H -0.363 9.341 -1.312 0.00 0.00 0.00
H 1.029 7.620 1.364 0.00 0.00 -0.01
H 2.055 5.888 2.367 0.01 0.00 0.00
H 2.339 4.465 1.375 0.01 0.00 0.00
H 1.082 4.449 2.619 0.00 0.00 0.00
H 0.632 3.032 0.969 -0.02 0.01 0.00
H -1.403 3.871 -2.475 0.00 0.00 0.00
H -2.629 5.145 -2.423 0.00 0.00 0.00
H -2.646 3.831 -1.239 0.00 0.00 0.00
H -1.924 7.145 -1.685 0.00 0.00 0.00
N -0.499 -1.418 -0.631 -0.42 0.50 -0.59
P -0.377 -3.004 -0.350 0.25 -0.30 0.29
C 0.244 -3.446 1.275 0.01 0.04 0.01
C 1.517 -3.003 1.646 -0.02 0.03 -0.04
C 2.044 -3.352 2.875 0.00 0.02 0.02
C 1.301 -4.143 3.746 0.01 0.00 0.00
C 0.036 -4.582 3.386 -0.02 -0.01 -0.01
C -0.495 -4.239 2.150 -0.04 0.03 0.00
C 0.755 -3.645 -1.578 0.05 0.06 -0.04
C 0.650 -3.168 -2.887 -0.01 0.01 0.03
C 1.485 -3.671 -3.868 0.00 -0.02 0.00
C 2.425 -4.644 -3.547 0.00 0.01 -0.01
C 2.533 -5.115 -2.247 0.01 0.00 0.02
C 1.700 -4.617 -1.255 -0.02 -0.01 -0.01
C -1.980 -3.767 -0.546 -0.04 -0.01 -0.01
C -2.056 -5.053 -1.079 -0.01 0.03 -0.04
C -3.282 -5.698 -1.135 0.00 -0.01 -0.01
C -4.424 -5.064 -0.666 0.00 -0.01 0.00
C -4.349 -3.781 -0.139 0.01 0.02 0.00
C -3.128 -3.132 -0.074 0.03 -0.03 0.03
H 2.098 -2.401 0.958 0.04 0.02 0.00
H 3.035 -3.021 3.153 0.01 0.01 0.00
H 1.716 -4.426 4.704 0.00 0.01 0.00
H -0.535 -5.203 4.063 -0.01 0.00 0.00
H -1.478 -4.595 1.870 0.00 -0.01 0.00
H -0.077 -2.402 -3.128 0.00 -0.01 -0.02
H 1.405 -3.308 -4.884 0.00 0.01 0.00
H 3.075 -5.037 -4.317 0.00 0.00 0.00
H 3.263 -5.875 -2.003 0.00 0.00 0.00
H 1.787 -4.984 -0.241 -0.01 -0.02 -0.01
H -1.166 -5.546 -1.449 -0.01 0.00 -0.01
H -3.346 -6.697 -1.546 0.00 0.00 0.00
H -5.378 -5.574 -0.709 0.00 0.01 -0.01
H -5.243 -3.292 0.225 0.00 0.00 0.01
H -3.059 -2.141 0.356 -0.01 0.01 0.01
```
Positions in Å, forces in eV/Å.

Calculated values
energy relative to the best compared isomer or geometry (same formula, charge and spin) = 0.000 eV
2S+1 = 2
calculated total energy = -68926.6432 eV
E_LUMO (spin up / spin down) = -6.79 / -6.85 eV
net charge = +2